[1]
C4H13N2 | the ωB97M-V functional and the def2-TZVPD basis

Last column: Löwdin charge in e.
Atoms and positions in Å:
C (0.445, -1.681, -0.998)  0.135
H (-1.428, 1.941, 1.771)  0.078
C (-1.158, 0.552, 0.163)  -0.336
C (-1.205, 1.971, 0.712)  -0.092
N (1.810, 0.581, -0.654)  0.216
C (-0.022, -1.608, 0.523)  -0.195
H (-2.185, 0.142, 0.233)  0.130
H (2.145, 1.319, -1.229)  0.071
H (-0.243, 2.495, 0.453)  0.080
H (0.658, -2.023, 1.288)  0.132
H (-1.952, 2.640, 0.235)  0.090
H (-0.372, -2.037, -1.768)  0.163
H (1.271, -2.437, -1.089)  0.111
H (1.051, -0.445, -0.961)  0.077
N (-0.223, -0.202, 0.972)  -0.122
H (-0.930, 0.609, -0.921)  0.101
H (0.715, 0.278, 1.002)  0.098
H (-1.021, -2.128, 0.574)  0.151
H (2.643, 0.035, -0.306)  0.112

The HOMO-LUMO gap comes out at 4.2 eV. As for the energy above the lowest of the compared OMol25 structures with the same formula, charge and spin: 7.7314 eV. The net charge is +1. The value obtained for the electronic energy is -7325.7559 eV. The LUMO energy comes out at -9.09 eV. For the HOMO energy, the calculation gives -13.283 eV.

---

[2]
C4H13N2 | the ωB97M-V functional and the def2-TZVPD basis

Last column: Löwdin charge in e.
Atoms and positions in Å:
H (0.404, 1.617, 1.055)  0.191
H (1.568, 2.804, -0.542)  0.118
H (-2.186, -2.211, 0.355)  0.201
C (-0.249, 0.637, -0.676)  -0.117
H (-0.462, 1.517, -1.272)  0.151
N (0.799, 1.018, 0.333)  0.029
H (-0.468, -1.884, 1.974)  0.180
H (-1.018, -2.148, -0.904)  0.148
C (-1.269, -1.665, 0.037)  -0.144
H (2.758, 1.833, 0.257)  0.098
H (0.223, -0.066, -1.368)  0.142
H (-2.290, 0.132, -0.815)  0.148
H (-1.804, 0.219, 0.813)  0.126
H (2.211, 1.263, -1.260)  0.120
N (-0.256, -2.015, 0.973)  0.317
H (1.286, 0.169, 0.610)  0.163
H (0.315, -2.873, 0.948)  0.186
C (-1.471, -0.146, -0.154)  -0.106
C (1.910, 1.799, -0.364)  0.048

The HOMO-LUMO gap (alpha / beta) comes out at 14.1 / 8.5 eV. As for the energy above the lowest of the compared OMol25 structures with the same formula, charge and spin: 0.8072 eV. The net charge is +2. The value obtained for the electronic energy is -7319.2291 eV. The LUMO energy (alpha / beta) comes out at -7.41 / -12.98 eV. Its expectation value of S² is 0.75. Its spin multiplicity is 2. For the HOMO energy (alpha / beta), the calculation gives -21.513 / -21.475 eV.

---

[3]
C4H13N2O | the ωB97M-V functional and the def2-TZVPD basis

Last column: Löwdin charge in e.
Atoms and positions in Å:
H (-1.491, -1.005, -3.423)  0.047
H (2.739, 1.780, 1.033)  0.034
H (-0.201, -2.319, 0.477)  0.079
H (-2.326, -0.357, -1.981)  0.058
H (1.539, 1.068, 0.174)  0.009
H (-0.106, 2.468, 1.266)  0.087
C (-0.827, -1.864, -1.528)  -0.289
N (1.809, 1.919, 0.666)  -0.024
C (-0.544, -1.420, -0.088)  -0.502
H (-1.509, -1.150, 0.405)  0.087
O (0.342, -0.383, -0.050)  -0.354
H (-1.524, -2.711, -1.621)  0.083
H (0.127, -2.213, -1.938)  0.089
H (-0.651, 0.103, -2.348)  0.057
N (0.466, 0.913, 2.470)  -0.033
C (0.829, 2.120, 1.709)  -0.406
H (1.160, 2.904, 2.397)  0.081
C (-1.376, -0.711, -2.376)  -0.146
H (1.246, 0.632, 3.045)  0.027
H (0.299, 0.225, 1.712)  0.017

The HOMO-LUMO gap comes out at 7.5 eV. As for the energy above the lowest of the compared OMol25 structures with the same formula, charge and spin: 0.2364 eV. The net charge is -1. The value obtained for the electronic energy is -9386.6262 eV. The LUMO energy comes out at 4.35 eV. For the HOMO energy, the calculation gives -3.114 eV.

---

[4]
C4H13N2O | the ωB97M-V functional and the def2-TZVPD basis

Last column: Löwdin charge in e.
Atoms and positions in Å:
H (-0.396, -0.564, 2.587)  0.072
H (2.275, -2.531, -1.061)  0.057
H (-2.573, -0.079, 0.497)  0.114
C (-0.623, 0.472, -0.019)  -0.406
H (2.383, 0.391, -1.407)  0.078
O (2.487, -2.039, -1.905)  -0.122
H (-0.594, 2.315, -0.987)  -0.003
H (1.752, 1.763, -0.584)  0.032
H (-2.099, -0.695, 2.906)  0.083
C (-1.349, -0.083, 2.348)  -0.091
C (-1.557, -0.287, 0.855)  -0.221
H (-1.377, 0.927, 2.751)  0.075
H (-2.066, 1.768, -0.505)  0.068
H (0.940, 1.034, -1.928)  0.043
N (1.533, 0.870, -1.047)  0.042
C (0.663, 0.072, -0.115)  -0.181
H (-1.445, -1.326, 0.670)  0.098
H (0.897, -0.971, 0.099)  0.089
H (2.255, -2.675, -2.600)  0.039
N (-1.107, 1.636, -0.553)  0.135

The HOMO-LUMO gap (alpha / beta) comes out at 3.9 / 9.1 eV. As for the energy above the lowest of the compared OMol25 structures with the same formula, charge and spin: 2.0249 eV. The net charge is 0. The value obtained for the electronic energy is -9382.6650 eV. The LUMO energy (alpha / beta) comes out at 0.62 / 0.45 eV. Its expectation value of S² is 0.75. Its spin multiplicity is 2. For the HOMO energy (alpha / beta), the calculation gives -3.238 / -8.599 eV.

---

[5]
C4H13N2O | the ωB97M-V functional and the def2-TZVPD basis

Last column: Löwdin charge in e.
Atoms and positions in Å:
C (-0.423, -1.790, 0.812)  -0.110
C (-0.016, -3.094, 0.165)  -0.315
H (0.836, -3.572, 0.665)  0.096
H (0.335, -0.967, 0.706)  0.038
H (0.511, 2.045, 1.706)  0.112
H (-1.414, -1.516, 0.400)  0.085
H (-0.384, 4.266, -1.294)  0.096
H (-0.559, -1.983, 1.877)  0.074
H (-0.838, -3.800, 0.176)  0.091
H (0.703, 2.230, -1.255)  0.097
H (-0.784, 1.451, 0.746)  0.133
C (0.313, 1.630, 0.714)  -0.297
N (-0.443, 3.764, -0.352)  -0.039
H (1.492, 3.214, -0.011)  0.104
O (1.073, 0.523, 0.381)  -0.027
H (0.143, -2.008, -1.671)  0.034
H (-1.432, 3.431, -0.254)  0.076
N (0.341, -2.908, -1.296)  -0.024
C (0.591, 2.726, -0.324)  -0.276
H (-0.046, -3.644, -1.889)  0.053

The HOMO-LUMO gap (alpha / beta) comes out at 9.8 / 7.0 eV. As for the energy above the lowest of the compared OMol25 structures with the same formula, charge and spin: 1.4586 eV. The net charge is 0. The value obtained for the electronic energy is -9383.2312 eV. The LUMO energy (alpha / beta) comes out at 1.02 / -1.78 eV. Its expectation value of S² is 0.75. Its spin multiplicity is 2. For the HOMO energy (alpha / beta), the calculation gives -8.787 / -8.789 eV.

---

[6]
C4H13N2O | the ωB97M-V functional and the def2-TZVPD basis

Last column: Löwdin charge in e.
Atoms and positions in Å:
H (0.707, 0.872, -1.571)  0.051
H (1.957, 1.990, -1.121)  0.007
C (-2.113, 0.168, -0.267)  -0.304
H (0.651, 1.554, -0.173)  0.061
H (-0.039, -2.064, -0.233)  0.114
H (0.979, 0.012, 1.537)  0.106
H (2.145, -0.836, -1.104)  0.095
C (2.052, -0.078, -0.322)  -0.253
C (-1.385, -0.825, 0.653)  -0.199
N (-0.043, -1.108, 0.100)  -0.093
H (-2.062, -1.681, 0.811)  0.114
H (-2.344, 1.981, 0.470)  0.085
H (-3.166, -0.063, -0.246)  0.103
N (1.357, 1.159, -0.819)  0.036
H (-1.228, -0.393, 1.657)  0.116
H (-1.753, -0.103, -1.290)  0.112
O (-1.753, 1.508, -0.112)  -0.120
H (1.783, -1.539, 1.304)  0.108
C (1.182, -0.781, 0.801)  -0.216
H (3.074, 0.226, -0.074)  0.078

The HOMO-LUMO gap (alpha / beta) comes out at 3.8 / 10.2 eV. As for the energy above the lowest of the compared OMol25 structures with the same formula, charge and spin: 2.4149 eV. The net charge is 0. The value obtained for the electronic energy is -9382.2749 eV. The LUMO energy (alpha / beta) comes out at 0.81 / 0.69 eV. Its expectation value of S² is 0.75. Its spin multiplicity is 2. For the HOMO energy (alpha / beta), the calculation gives -2.981 / -9.466 eV.